{"formula": "C20H30N2O8Sr", "method": "the ωB97M-V functional and the def2-TZVPD basis", "gap_ev": 2.802, "lumo_ev": 1.237, "e_above_lowest_kcal_mol": 304.0, "total_charge": -2, "symbols": ["Sr", "C", "C", "O", "H", "H", "H", "H", "H", "C", "C", "O", "H", "H", "H", "H", "H", "C", "C", "O", "H", "H", "H", "H", "H", "C", "C", "O", "H", "H", "H", "H", "H", "C", "C", "C", "C", "C", "C", "N", "O", "O", "H", "H", "H", "H", "H", "C", "C", "C", "C", "C", "C", "N", "O", "O", "H", "H", "H", "H", "H"], "positions_angstrom": [[0.0026, -13.2580, 18.4244], [-6.2011, -15.1275, 21.9110], [-5.1392, -14.1293, 22.3552], [-4.3512, -13.3494, 21.4009], [-7.0676, -14.6373, 21.4671], [-6.6400, -15.7368, 22.7011], [-5.7960, -16.0181, 21.4305], [-4.4435, -14.6727, 22.9945], [-5.4170, -13.4366, 23.1496], [5.9547, -14.5462, 20.9388], [4.8093, -14.8700, 21.9944], [3.5375, -14.2876, 21.7043], [5.7337, -15.1955, 20.0917], [6.9168, -14.8624, 21.3420], [6.1007, -13.5187, 20.6057], [5.1058, -14.4904, 22.9722], [4.7878, -15.9555, 22.0912], [-3.6282, -17.7135, 14.5055], [-3.4580, -16.2552, 14.1500], [-3.0227, -15.2737, 15.0758], [-3.7869, -18.3447, 13.6312], [-4.4115, -17.9085, 15.2380], [-2.7322, -18.1587, 14.9381], [-4.3034, -15.9766, 13.5210], [-2.6782, -16.4434, 13.4120], [0.0683, -5.5932, 17.5888], [0.4379, -6.9744, 17.2407], [-0.2751, -8.0044, 17.9346], [0.6877, -5.4482, 18.4739], [-0.9643, -5.2900, 17.7620], [0.4518, -4.9474, 16.7989], [1.5143, -6.9754, 17.4120], [0.3344, -7.1740, 16.1742], [6.0455, -18.3893, 12.8669], [4.6411, -18.1033, 12.8101], [3.9438, -18.1532, 13.9811], [4.5878, -18.5765, 15.1612], [5.9206, -19.0608, 15.1535], [6.6522, -18.8802, 14.0429], [3.9195, -18.5638, 16.5628], [4.0942, -19.4554, 17.3672], [3.1441, -17.5965, 16.7113], [6.5815, -18.3070, 11.9329], [4.1963, -17.6068, 11.9604], [2.9151, -17.8281, 14.0309], [6.3404, -19.4652, 16.0628], [7.6480, -19.2957, 14.0890], [7.5907, -7.0881, 15.1821], [7.2364, -7.5763, 13.8906], [6.6534, -8.8432, 13.7152], [6.2281, -9.5713, 14.8163], [6.4406, -9.0903, 16.0857], [7.2655, -7.9407, 16.2657], [5.4116, -10.8351, 14.7355], [4.6568, -11.0923, 15.7098], [5.4984, -11.5878, 13.8074], [8.2290, -6.2170, 15.1884], [7.6571, -7.0574, 13.0420], [6.5912, -9.1022, 12.6686], [6.0923, -9.5727, 16.9870], [7.5949, -7.5011, 17.1956]], "atomic_forces_ev_per_a": [[-0.4, 0.1, 0.3], [-0.3, -0.2, 0.5], [2.8, 1.3, -0.7], [-1.8, -1.7, 1.0], [0.2, -0.3, -0.8], [-0.1, 0.6, 1.2], [0.3, 0.7, -1.4], [0.6, -0.9, 0.0], [-1.3, 0.5, 0.0], [-0.7, -0.9, 0.7], [-1.5, 2.3, -1.2], [1.6, -1.0, -0.2], [0.1, 0.2, -0.4], [0.3, -0.2, 0.1], [-0.6, 0.1, 0.2], [0.5, 0.2, 0.5], [0.0, -0.6, -0.1], [-0.3, -0.9, 1.5], [2.1, 1.2, 0.4], [-0.9, -1.7, -0.7], [-0.4, 0.2, -0.4], [-0.3, -0.1, 0.1], [0.4, 0.3, 0.3], [-0.7, 0.5, 0.1], [0.8, 0.7, -1.0], [0.4, 1.5, 0.5], [-1.7, -3.7, 0.2], [1.2, 1.3, -0.5], [-0.5, 0.9, 0.4], [-0.1, -0.6, 0.1], [0.2, 0.4, -0.1], [0.7, -0.4, 0.1], [-0.1, 0.2, -0.7], [-1.3, -0.3, -0.1], [2.8, 0.4, 0.4], [-0.6, -0.1, 2.4], [0.9, -1.1, 0.7], [-2.7, 1.0, 1.8], [0.3, -0.4, -2.4], [-1.9, 1.5, -1.5], [0.4, 0.6, -0.8], [1.4, -1.7, 0.0], [0.3, 0.1, 0.1], [0.0, -0.4, -0.3], [-0.1, 0.0, 0.1], [0.0, 0.0, 0.1], [0.3, 0.4, -0.5], [-0.8, -2.7, -1.4], [0.9, -0.5, 1.5], [0.4, 1.3, -0.7], [-0.8, -0.1, 0.2], [1.7, 1.4, 1.1], [-0.5, 1.5, -1.3], [-1.6, -0.5, 2.5], [1.7, 1.1, -1.6], [0.7, 0.3, -1.2], [-0.2, 0.1, 0.7], [-0.4, 0.1, -0.3], [-0.5, -0.8, 0.2], [-0.1, -0.3, -0.3], [-0.4, -0.8, 0.6]]}

***

{"formula": "C7H7BrO", "method": "the ωB97M-V functional and the def2-TZVPD basis", "gap_ev": 7.236, "lumo_ev": -0.508, "e_above_lowest_kcal_mol": 118.7, "total_charge": 0, "symbols": ["C", "C", "C", "C", "C", "C", "C", "O", "Br", "H", "H", "H", "H", "H", "H", "H"], "positions_angstrom": [[0.6783, -0.6051, 2.2859], [0.2362, 0.4002, 3.0227], [0.2982, -0.3745, 0.9477], [-0.2787, 1.0227, 0.9847], [0.5577, -1.2073, -0.0503], [-0.8627, 1.8121, 0.1262], [-0.5928, 0.1809, -3.3167], [-0.2899, 1.3843, 2.3358], [-1.0200, 1.4889, -1.8046], [1.1558, -1.3936, 2.7845], [0.2518, 0.5400, 4.1921], [0.3352, -1.0504, -1.0239], [0.9838, -2.2183, 0.1102], [-1.3694, 0.2587, -4.1683], [-0.5580, -0.7408, -2.7464], [0.4746, 0.5021, -3.6795]], "atomic_forces_ev_per_a": [[-0.3, 0.0, 2.0], [0.7, -0.2, 3.6], [0.6, 0.7, -1.0], [0.5, -2.5, 0.5], [0.6, -1.7, 1.7], [-0.4, 1.2, -0.1], [1.5, 0.9, -1.0], [-1.2, 2.2, -0.8], [-0.5, 0.4, -1.1], [0.6, -1.3, -0.1], [0.0, -0.2, -2.7], [-0.8, 0.8, -2.8], [-0.2, 0.9, 0.3], [1.2, -0.1, 1.8], [-0.1, -0.3, -0.7], [-2.2, -0.8, 0.6]]}